Here is a molecular structure, C33H40IrN4P2S in a non-equilibrium geometry from the OMol25 dataset. Energies are from ωB97M-V/def2-TZVPD.

As for the energy above the lowest of the compared OMol25 structures with the same formula, charge and spin: 0.00 kcal/mol. Its HOMO-LUMO gap (alpha / beta) is 6.48 / 3.79 eV. As for the spin multiplicity: 6. The calculation puts the LUMO energy (alpha / beta) at -6.29 / -8.98 eV. The net charge is +2.

Structure (XYZ):
```
81
Properties=species:S:1:pos:R:3:forces:R:3:lowdin_charge:R:1
H -6.58897 2.41622 -4.47219 0.2 0.1 0.2 0.113
N -3.85221 1.22945 -2.98755 -0.2 0.2 0.0 -0.109
H 3.92218 -2.55839 -4.42153 0.1 -0.1 -0.1 0.098
H -1.48409 4.40106 -4.90474 0.3 -0.3 -0.4 0.121
H 1.12578 2.34584 -6.98693 0.0 -0.3 0.3 0.131
H -4.90774 4.36307 -3.41559 -0.1 -0.1 -0.1 0.109
H -1.35906 1.55370 3.67369 0.0 -0.2 -0.3 0.127
H 3.96883 -1.55548 1.52309 0.0 0.0 -0.2 0.106
H 0.56460 3.95444 -3.68541 -0.2 -0.1 0.0 0.132
C -1.70444 2.52988 -5.99373 -0.9 0.3 -0.4 -0.154
S -1.93732 0.63636 -1.09253 -0.5 -0.4 0.7 0.975
C -4.16586 -2.31811 -0.57438 1.3 -0.1 -0.6 -0.030
H -0.33561 4.24934 -6.24769 -0.3 -0.2 0.2 0.136
C -3.11289 -3.16047 -0.04142 0.0 0.2 -0.3 -0.042
C -1.67013 1.14542 1.58398 -0.1 0.3 0.1 -0.060
H 2.29882 1.19999 -6.30394 -0.5 0.2 -0.3 0.125
P -1.17186 -1.78276 -2.75769 0.9 2.2 0.5 0.987
H -0.98509 -0.81853 -5.09943 0.1 0.8 0.2 0.067
H -2.81419 3.04200 -2.38329 -0.2 -0.3 0.0 0.092
H -2.35701 1.97682 1.40915 0.3 -0.2 0.3 0.119
C -3.68907 2.58367 -2.84329 -0.7 -1.3 -0.5 -0.159
H 0.59136 0.75888 -1.47164 -0.1 0.5 -0.1 -0.072
C -2.10037 -3.19936 -0.95420 -1.0 -0.3 0.2 -0.171
H 3.18959 -3.82474 -2.11503 0.1 -0.1 0.3 0.098
C -1.13143 0.88761 2.83906 -0.2 0.1 -0.3 -0.031
H -0.31481 -4.09335 -3.13016 0.1 0.8 0.0 0.110
C 1.19425 2.16958 -4.82446 0.1 1.6 -0.7 -0.256
N 2.47466 -1.93219 -1.40298 -0.2 0.2 0.6 -0.261
H 1.96257 -3.48282 -3.60996 -0.3 0.3 -0.2 0.071
P 1.82369 -1.17202 -2.80932 1.8 0.3 0.6 1.014
H 0.65392 -1.93955 2.11230 -0.2 0.4 -0.1 0.126
H -5.10682 -2.11925 -0.10038 -0.1 0.2 0.1 0.109
H -0.00069 2.47808 -1.51516 0.2 0.1 0.4 0.017
C -5.04047 1.04356 -3.64290 1.6 0.4 0.9 -0.088
H 6.37567 -1.40491 -4.71562 -0.1 0.0 0.0 0.105
H 0.11426 -0.43441 4.03235 -0.2 0.1 -0.3 0.130
H 4.54190 -3.90814 0.24674 -0.1 0.1 0.0 0.108
H -1.08117 -3.56194 -0.91427 -0.3 -0.5 0.1 0.108
H -2.65960 0.84920 -4.86899 0.1 0.3 0.0 0.089
C 5.49100 -0.97254 -4.27637 -1.1 -0.1 0.5 -0.056
Ir -0.33703 1.51639 -3.78788 1.2 -4.3 5.0 1.294
C -1.32414 0.33059 0.47190 0.4 -0.4 0.2 -0.578
C 0.57731 1.70474 -2.03021 0.3 0.6 1.7 -0.344
H 3.58248 1.31413 -2.78042 0.2 0.0 0.2 0.082
C -1.69581 1.25457 -5.17080 -2.3 -1.2 -2.2 -0.327
N -2.50699 -2.48816 -2.10806 -1.1 0.3 1.4 -0.325
C -0.20428 -3.07203 -3.55475 0.7 -0.2 -1.2 -0.375
C -0.67645 0.22130 -5.30832 -0.7 0.5 -2.1 -0.310
H 0.93471 -0.54207 -6.52894 -0.3 0.2 0.1 0.110
C 1.25758 1.56199 -6.22080 1.1 0.2 -0.2 -0.144
C -0.82544 3.68216 -5.43367 -0.1 1.2 0.0 -0.166
C 3.89676 -3.11536 -0.10697 -0.6 0.3 -0.7 -0.053
C -0.45556 -0.76988 0.69538 0.1 -0.3 0.0 -0.110
H -0.22776 0.45003 -7.40262 0.2 0.0 0.4 0.132
C 4.25158 -1.57597 -4.14142 0.8 0.8 0.0 -0.137
C 2.75110 -1.16670 -0.26016 0.3 -0.7 0.1 -0.165
C -5.65286 2.28852 -3.94184 0.9 2.6 0.6 -0.013
C 5.39107 0.32866 -3.68356 -1.1 -0.3 0.1 -0.062
N 3.36974 -0.68930 -3.51827 -0.3 -0.6 -0.8 -0.239
C 3.21405 -3.11094 -1.30636 0.2 0.2 0.6 -0.123
H -0.17702 -1.37862 -0.16746 0.0 0.1 0.4 0.057
H -3.09159 -3.66064 0.91753 -0.1 0.1 -0.1 0.116
H 6.19256 1.04049 -3.55961 -0.1 0.0 -0.1 0.105
H -0.69815 -3.08128 -4.54452 0.3 -0.5 0.1 0.081
C 4.08661 0.48559 -3.24897 0.3 -0.5 -0.2 -0.149
H -1.46517 2.32187 -7.04975 0.0 0.0 0.4 0.127
C -3.72599 -1.81758 -1.78383 0.4 -0.7 0.5 -0.144
C -4.78764 3.28921 -3.40800 -2.0 -1.3 -1.3 -0.023
C 3.59827 -1.87818 0.55829 -0.4 0.1 -0.5 -0.068
H 1.42845 -2.28408 -4.80976 -0.1 -0.3 0.2 0.078
H 1.60935 2.03639 -2.13575 0.1 0.1 -0.1 0.021
H -4.07738 -0.96611 -2.36658 0.0 -0.8 -0.1 0.058
C 0.22142 3.24046 -4.43554 1.7 0.6 -2.3 -0.297
C 0.01812 -1.06021 1.96526 0.1 -0.2 -0.2 -0.040
H 2.12177 2.09976 -4.23778 -0.4 0.1 -0.3 0.092
H -5.40256 0.04897 -3.88478 0.0 0.2 0.0 0.123
H 2.33205 -0.17615 -0.16562 0.0 -0.1 0.1 0.097
C 0.31029 0.36213 -6.44099 0.7 -0.3 -0.2 -0.166
H -2.75344 2.87481 -5.98019 0.5 0.0 -0.2 0.120
C 1.29546 -2.62454 -3.76787 -0.2 -0.5 -0.7 -0.367
C -0.29516 -0.22498 3.04351 -0.2 0.1 -0.3 -0.003
```
Positions in Å, forces in eV/Å.